Formula: C37H30BiBr2OP2S
Source: the Open Molecules 2025 dataset
Level of theory: ωB97M-V with the def2-TZVPD basis set

Its total charge is +3. The calculation puts the frontier orbital gap (alpha / beta) at 5.6 / 5.6 eV. The calculation puts the LUMO energy (alpha / beta) at -0.403 / -0.403 Ha.

```
74
Properties=species:S:1:pos:R:3:forces:R:3:mulliken_charge:R:1
Bi 1.341866 -0.671906 1.110009 -0.46 1.13 0.68 0.89
O -1.060007 1.113711 3.545698 0.49 -0.49 -2.45 -0.62
S -0.982629 0.626815 2.129586 -1.89 0.89 1.37 0.71
C -1.440062 1.943195 0.903809 1.25 0.51 -1.11 0.62
C -2.724883 2.443589 0.793978 -0.30 -0.24 0.61 -0.47
C -3.029506 3.588475 0.078863 -0.78 -0.26 -0.12 -1.09
C -2.042094 4.259979 -0.577342 1.42 2.03 -0.10 -0.64
C -0.753036 3.755400 -0.599664 0.19 -0.38 0.88 -0.72
C -0.451670 2.562086 0.087008 -0.33 -0.56 -0.02 0.47
P 1.200037 1.842815 -0.107614 0.90 1.16 1.67 0.91
C 2.127100 3.079155 0.933369 -0.29 -1.28 1.41 1.09
C 1.540992 3.655910 2.118209 -0.37 0.23 -0.97 -0.72
C 2.221701 4.636968 2.788692 1.31 1.14 1.71 -0.55
C 3.592332 5.008397 2.465805 -1.53 0.20 -0.49 -0.43
C 4.132493 4.466025 1.323657 -2.36 -1.53 0.64 -0.96
C 3.448311 3.357264 0.702857 1.60 1.27 -0.59 -0.38
C 1.917553 1.738595 -1.731331 0.88 1.32 0.04 1.05
C 2.295155 0.504661 -2.192998 -0.27 -1.04 -0.63 0.10
C 2.956979 0.379794 -3.417197 -0.34 0.83 1.01 -0.78
C 3.484901 1.520282 -3.992725 0.74 0.13 -1.97 -0.42
C 3.137523 2.848836 -3.597256 -0.55 -1.94 0.31 -0.90
C 2.343003 2.905210 -2.428792 0.04 1.14 -0.75 0.05
C -2.465635 -0.388410 1.816051 0.71 -1.78 0.00 0.52
C -3.607938 -0.084730 2.511758 0.21 1.20 2.00 -0.25
C -4.796390 -0.744594 2.222300 -0.52 0.34 -1.85 -0.62
C -4.825268 -1.682530 1.196542 1.47 -1.53 -1.04 -0.76
C -3.619615 -2.222487 0.662587 0.61 0.85 0.53 -0.04
C -2.398452 -1.537421 1.007051 -1.59 0.70 0.77 -1.03
P -0.828190 -2.004081 0.350969 -0.13 -0.71 -1.59 1.27
C -0.565837 -3.693698 0.828890 0.78 -1.83 0.92 0.38
C -1.408707 -4.210758 1.853953 0.24 1.70 -0.64 -1.00
C -1.458459 -5.527279 2.193958 0.16 -0.79 -0.28 -0.70
C -0.590968 -6.430983 1.633416 -0.53 -0.36 -0.93 -0.51
C 0.296658 -5.964533 0.695728 0.60 -0.02 -0.42 -0.57
C 0.376073 -4.634018 0.304247 -0.19 0.23 -1.06 -0.54
C -1.260179 -1.780565 -1.367908 1.25 -3.03 -1.23 0.89
C -1.281611 -3.011064 -2.178644 -0.62 2.84 1.94 -0.77
C -1.789633 -2.880093 -3.420895 0.96 0.80 -1.84 -0.67
C -2.213018 -1.654341 -3.980358 -1.04 -0.44 0.71 -0.70
C -2.298198 -0.564793 -3.123773 -0.50 2.50 -0.36 -0.76
C -1.673897 -0.554489 -1.845835 -0.67 -1.29 -0.60 0.35
H -3.532151 1.973675 1.302893 -0.41 -0.24 0.44 0.57
H -4.052552 3.944869 0.062549 0.06 0.00 0.12 0.49
H -2.070697 5.324941 -0.916854 -0.85 -1.21 -0.05 0.39
H -0.004171 4.458486 -0.954131 0.30 -0.71 -0.38 0.28
H 0.537563 3.392959 2.457701 0.17 0.21 -0.27 0.20
H 1.735757 5.208855 3.630237 0.50 -1.02 -0.90 0.39
H 4.192899 5.786953 2.982013 -0.99 -0.51 -0.17 0.38
H 4.917784 4.992150 0.884673 1.86 -0.17 -0.64 0.47
H 4.031033 2.753905 0.020068 -0.14 0.27 -0.64 0.55
H 2.044620 -0.382500 -1.604660 -0.15 -0.06 -0.41 -0.33
H 2.969780 -0.542864 -3.952088 0.63 -0.66 0.10 0.48
H 4.168944 1.281169 -4.877898 -1.18 0.96 1.10 0.34
H 3.370474 3.666403 -4.318370 -0.06 -0.40 1.32 0.42
H 2.040401 3.898429 -2.066493 0.08 -0.53 -0.13 0.27
H -3.437359 0.644346 3.356070 -0.87 -0.59 -1.03 0.54
H -5.801103 -0.422423 2.444846 0.18 0.34 1.22 0.42
H -5.746303 -2.094945 0.763443 0.23 0.25 0.68 0.46
H -3.620597 -3.140776 0.020739 0.04 1.14 0.56 0.51
H -2.089754 -3.541012 2.344558 -0.31 0.08 0.06 0.50
H -2.294475 -5.899955 2.707188 -0.79 -0.19 1.26 0.43
H -0.729673 -7.513000 1.639492 0.02 0.32 0.76 0.38
H 0.814769 -6.752863 0.172277 0.64 0.35 -0.24 0.41
H 1.045623 -4.472268 -0.570285 -0.56 0.46 0.79 0.82
H -1.042272 -3.992528 -1.818244 0.35 -0.05 0.34 0.43
H -1.595172 -3.705347 -4.052730 -0.61 -0.90 -0.80 0.43
H -2.648207 -1.627880 -5.004820 0.51 0.07 0.97 0.42
H -2.885479 0.370954 -3.459933 1.36 -1.51 0.46 0.33
H -1.605081 0.266052 -1.138324 -0.42 0.40 -0.56 0.17
Br 4.622394 -0.161657 1.295272 -0.39 -0.19 -0.15 -0.02
C 5.030897 -1.996164 1.758069 0.11 -0.91 -1.49 -0.61
Br 3.746574 -3.476509 1.112726 0.77 1.79 0.40 -0.05
H 5.034270 -2.066120 2.818023 0.07 -0.16 0.68 0.45
H 6.004449 -2.169716 1.265337 -0.70 -0.26 0.46 0.37
```
Forces are in eV/Å.